{
  "formula": "C24H24ClIN2S3Ti",
  "method": "ωB97M-V/def2-TZVPD",
  "total_charge": -2,
  "multiplicity": 3,
  "s_squared": 2.03,
  "e_homo_ev": [1.503, -0.878],
  "symbols": ["Ti", "C", "C", "S", "C", "C", "S", "H", "H", "H", "H", "H", "H", "I", "C", "C", "C", "C", "C", "C", "C", "C", "C", "C", "H", "H", "H", "H", "H", "H", "Cl", "C", "C", "C", "C", "C", "C", "C", "H", "H", "H", "H", "H", "H", "S", "C", "N", "C", "C", "N", "H", "H", "H", "H", "H", "H"],
  "coordinates": [[-0.1570, -0.2339, 0.6664], [2.4633, -4.2800, 0.0698], [1.9112, -2.8669, 0.0747], [0.1985, -2.7609, 0.4509], [2.6890, -1.8052, -0.1916], [4.1743, -1.8950, -0.4562], [2.0784, -0.1444, -0.2334], [1.6327, -4.9820, 0.1041], [3.1049, -4.4636, 0.9383], [3.0535, -4.4836, -0.8300], [4.5090, -2.9103, -0.6844], [4.7333, -1.5431, 0.4183], [4.4392, -1.2438, -1.2940], [-2.3659, 1.5595, 1.9087], [-3.6453, 0.7739, 0.4049], [-4.9922, 1.1286, 0.4880], [-5.8576, 0.6949, -0.5054], [-5.3699, -0.0400, -1.5760], [-3.9953, -0.3826, -1.6767], [-3.4881, -1.0679, -2.7949], [-2.1306, -1.3872, -2.8768], [-1.2763, -1.0727, -1.8305], [-1.7025, -0.4021, -0.6574], [-3.0812, -0.0072, -0.6219], [-5.3468, 1.7313, 1.3144], [-6.9122, 0.9436, -0.4401], [-6.0416, -0.3602, -2.3671], [-4.1675, -1.3415, -3.5972], [-1.7416, -1.8938, -3.7566], [-0.2436, -1.4004, -1.9080], [-1.4483, 0.0169, 5.2912], [-0.1488, 1.0085, 4.6617], [0.1310, 2.1822, 5.3397], [1.2120, 2.9641, 4.9654], [1.9999, 2.5393, 3.8966], [1.7045, 1.3793, 3.2166], [0.6007, 0.5507, 3.5520], [0.3062, -0.6327, 2.7837], [-0.4932, 2.4746, 6.1752], [1.4365, 3.8823, 5.4947], [2.8569, 3.1312, 3.5933], [2.3124, 1.0801, 2.3703], [-0.4188, -1.3127, 3.2200], [1.2097, -1.1610, 2.4719], [0.0482, 2.4752, -0.5189], [0.7329, 2.1298, -1.9889], [2.0392, 2.3804, -2.3438], [2.4254, 1.4416, -3.3982], [1.0724, 0.9510, -3.9425], [0.0989, 1.5584, -3.0406], [2.6385, 2.4025, -1.5317], [2.9929, 0.6062, -2.9841], [3.0254, 1.9464, -4.1596], [1.0072, -0.1381, -3.9190], [0.8957, 1.2905, -4.9668], [-0.7099, 0.9897, -2.7786]],
  "forces_ev_per_a": [[0.63, -0.82, -0.11], [0.05, 0.11, -0.04], [-0.13, -0.08, 0.04], [0.08, 0.15, 0.10], [0.29, -0.02, -0.07], [-0.17, -0.09, 0.04], [0.24, -0.03, -0.16], [0.03, -0.06, 0.01], [-0.02, -0.03, 0.01], [0.00, -0.03, 0.03], [-0.02, 0.03, 0.02], [0.07, 0.02, -0.05], [0.08, -0.01, 0.00], [-0.40, -0.36, -0.23], [0.18, 0.23, 0.07], [-0.10, 0.06, 0.14], [0.03, 0.00, 0.03], [-0.06, 0.01, 0.02], [-0.07, -0.06, -0.19], [-0.17, 0.02, -0.01], [0.29, 0.13, 0.03], [-0.15, -0.05, -0.34], [-0.76, 0.09, -0.47], [0.03, 0.12, 0.15], [-0.02, -0.02, -0.02], [0.00, 0.01, -0.03], [0.02, -0.01, -0.01], [-0.03, 0.03, 0.02], [-0.02, -0.06, 0.03], [-0.01, 0.02, 0.01], [-0.10, -0.02, 0.03], [0.18, -0.11, -0.24], [0.07, 0.12, 0.05], [-0.01, 0.03, -0.01], [0.02, 0.07, 0.08], [-0.14, -0.05, 0.00], [0.10, 0.23, 0.45], [0.06, 0.22, 0.37], [-0.02, -0.05, 0.00], [-0.03, 0.00, 0.00], [-0.02, -0.01, -0.04], [0.01, -0.04, 0.00], [0.02, -0.03, 0.02], [0.02, -0.02, 0.06], [-0.04, 0.66, 0.14], [0.17, 0.11, -0.34], [-0.19, -0.30, 0.20], [0.11, 0.12, -0.13], [-0.04, 0.14, -0.31], [-0.02, -0.51, 0.51], [0.04, 0.02, 0.05], [0.02, 0.05, 0.11], [-0.05, -0.05, -0.01], [-0.10, 0.03, 0.06], [0.03, -0.05, 0.01], [0.01, 0.13, -0.06]],
  "lowdin_spin": [1.069, -0.001, 0.004, 0.010, 0.009, 0.000, 0.004, 0.000, 0.000, 0.000, 0.000, 0.000, 0.000, 0.019, 0.106, 0.093, 0.044, 0.127, 0.012, 0.143, 0.081, 0.073, 0.118, 0.012, 0.010, 0.001, 0.007, 0.008, 0.004, 0.002, 0.000, -0.001, 0.000, -0.001, 0.000, -0.001, 0.001, 0.002, 0.000, 0.000, 0.000, 0.000, 0.002, 0.001, 0.014, 0.012, 0.004, 0.001, 0.003, 0.004, 0.000, 0.000, 0.000, 0.001, 0.000, 0.003]
}